#A
This record from the Open Molecules 2025 dataset describes 3 unconnected molecules or ions with the total composition C5H16NO3. The level of theory is ωB97M-V/def2-TZVPD.

```
! RIJCOSX wB97M-V def2-TZVPD def2/J DEFGRID3
* xyz 1 1
C 0.543 0.310 1.779
O -0.417 0.054 2.758
C 0.803 -0.979 0.925
C -0.149 -1.274 -0.283
C -0.868 -0.058 -0.826
C -0.172 1.834 -2.097
N 0.091 0.943 -1.242
H 0.100 1.160 1.227
H 1.506 0.695 2.081
H -0.138 0.112 3.672
H 0.812 -1.802 1.637
H 1.826 -0.932 0.527
H 0.491 -1.586 -1.110
H -0.816 -2.063 0.039
H -1.773 -0.151 -1.435
H -1.483 0.422 -0.026
H 0.581 2.571 -2.360
H -1.142 2.073 -2.531
H 1.093 0.848 -0.904
H -3.375 -0.426 1.104
H -3.598 -1.923 1.117
O -2.945 -1.252 0.869
H 3.192 1.180 -1.463
H 3.238 -0.164 -1.943
O 2.599 0.408 -1.515
*
```

Computed properties:
HOMO-LUMO gap = 8.99 eV
LUMO level = -4.22 eV
HOMO energy = -0.485 Ha

Charges computed using Löwdin, reported in e: atom 1 (C): -0.275, atom 2 (O): -0.045, atom 3 (C): -0.138, atom 4 (C): -0.153, atom 5 (C): -0.185, atom 6 (C): 0.160, atom 7 (N): 0.031, atom 8 (H): 0.101, atom 9 (H): 0.115, atom 10 (H): 0.099, atom 11 (H): 0.119, atom 12 (H): 0.089, atom 13 (H): 0.110, atom 14 (H): 0.105, atom 15 (H): 0.144, atom 16 (H): 0.124, atom 17 (H): 0.119, atom 18 (H): 0.131, atom 19 (H): 0.125, atom 20 (H): 0.049, atom 21 (H): 0.065, atom 22 (O): -0.042, atom 23 (H): 0.094, atom 24 (H): 0.086, atom 25 (O): -0.029

#B
This record from the Open Molecules 2025 dataset describes 2 unconnected molecules or ions with the total composition C5H16NO3. The level of theory is ωB97M-V/def2-TZVPD.

```
! RIJCOSX wB97M-V def2-TZVPD def2/J DEFGRID3
* xyz 1 1
C -0.739 -2.113 0.553
O -0.952 -2.917 -0.609
C -0.660 -0.647 0.132
C -0.115 0.250 1.231
C 0.179 1.709 0.843
C -0.969 2.458 0.173
O -1.039 2.035 -1.210
N 0.208 -0.597 -1.077
H 0.207 -2.461 0.979
H -1.518 -2.249 1.301
H -1.823 -3.288 -0.629
H -1.647 -0.321 -0.184
H 0.809 -0.175 1.633
H -0.823 0.223 2.060
H 0.435 2.249 1.756
H 1.066 1.773 0.209
H -0.775 3.530 0.180
H -1.929 2.236 0.640
H -1.443 2.717 -1.793
H 0.087 0.292 -1.577
H -0.083 -1.365 -1.689
H 1.216 -0.720 -0.868
H 3.541 -1.667 -0.758
H 3.701 -0.142 -0.501
O 3.067 -0.812 -0.794
*
```

Computed properties:
HOMO-LUMO gap = 11.56 eV
LUMO level = -2.65 eV
HOMO energy = -0.522 Ha

Charges computed using Löwdin, reported in e: atom 1 (C): -0.177, atom 2 (O): -0.044, atom 3 (C): -0.287, atom 4 (C): -0.144, atom 5 (C): -0.165, atom 6 (C): -0.213, atom 7 (O): -0.107, atom 8 (N): 0.221, atom 9 (H): 0.135, atom 10 (H): 0.141, atom 11 (H): 0.095, atom 12 (H): 0.157, atom 13 (H): 0.125, atom 14 (H): 0.133, atom 15 (H): 0.125, atom 16 (H): 0.114, atom 17 (H): 0.124, atom 18 (H): 0.124, atom 19 (H): 0.120, atom 20 (H): 0.145, atom 21 (H): 0.158, atom 22 (H): 0.113, atom 23 (H): 0.083, atom 24 (H): 0.072, atom 25 (O): -0.049

Least stable = #A

#A
This record from the Open Molecules 2025 dataset describes 2 unconnected molecules or ions with the total composition C3H9S. The level of theory is ωB97M-V/def2-TZVPD.

```
! RIJCOSX wB97M-V def2-TZVPD def2/J DEFGRID3
* xyz -1 1
C -1.598 0.916 0.444
C -0.514 1.285 -0.628
C 0.822 1.541 0.091
H -1.175 0.050 0.948
H -2.531 0.601 -0.037
H -1.784 1.745 1.175
H -0.857 2.129 -1.243
H -0.336 0.416 -1.282
H 1.550 1.951 -0.622
H 0.740 2.234 0.982
H 1.167 0.546 0.392
S 0.674 -1.818 0.035
H 0.191 -3.042 -0.314
*
```

Computed properties:
HOMO-LUMO gap = 6.97 eV
LUMO level = 4.36 eV
HOMO energy = -0.096 Ha

Charges computed using Löwdin, reported in e: atom 1 (C): -0.163, atom 2 (C): -0.368, atom 3 (C): -0.183, atom 4 (H): -0.003, atom 5 (H): 0.051, atom 6 (H): 0.063, atom 7 (H): 0.076, atom 8 (H): 0.041, atom 9 (H): 0.054, atom 10 (H): 0.074, atom 11 (H): -0.047, atom 12 (S): -0.144, atom 13 (H): -0.451

#B
This record from the Open Molecules 2025 dataset describes 2 unconnected molecules or ions with the total composition C3H9S. The level of theory is ωB97M-V/def2-TZVPD.

```
! RIJCOSX wB97M-V def2-TZVPD def2/J DEFGRID3
* xyz -1 1
C -0.856 -2.121 -0.434
C -1.665 -0.856 -0.204
H -1.207 -2.901 0.246
H -0.862 -2.500 -1.451
H 0.174 -1.955 -0.116
H -2.733 -1.001 -0.337
H -1.268 0.000 -0.739
H -1.542 -0.585 0.852
C 2.011 2.515 0.391
S 1.451 0.838 0.881
H 1.193 3.193 0.148
H 2.711 2.423 -0.441
H 2.593 2.950 1.206
*
```

Computed properties:
HOMO-LUMO gap = 6.28 eV
LUMO level = 4.24 eV
HOMO energy = -0.075 Ha

Charges computed using Löwdin, reported in e: atom 1 (C): -0.194, atom 2 (C): -0.214, atom 3 (H): 0.050, atom 4 (H): 0.047, atom 5 (H): 0.038, atom 6 (H): 0.043, atom 7 (H): 0.036, atom 8 (H): 0.048, atom 9 (C): -0.752, atom 10 (S): -0.007, atom 11 (H): -0.026, atom 12 (H): -0.034, atom 13 (H): -0.034

Least stable = #B

#A
This record from the Open Molecules 2025 dataset describes a molecular structure, C30H31N3O4S. The level of theory is ωB97M-V/def2-TZVPD.

```
! RIJCOSX wB97M-V def2-TZVPD def2/J DEFGRID3
* xyz 0 1
C 7.072 3.124 6.856
H 6.843 2.576 7.668
O 5.927 3.387 6.064
C 5.104 2.571 5.695
C 5.426 1.311 5.822
C 4.386 0.372 5.594
C 3.176 0.840 4.965
C 3.146 1.963 4.618
C 4.045 2.935 5.098
O 3.549 4.282 4.759
C 4.275 5.201 5.417
H 3.834 6.136 5.026
H 5.380 5.545 4.720
H 4.295 5.291 6.414
H 2.254 2.360 4.118
C 2.281 -0.289 4.504
C 1.412 -0.200 3.312
C 0.593 -1.481 3.220
O 0.477 -2.514 3.999
N -0.084 -1.769 2.066
C 0.302 -1.034 0.793
C -0.195 -1.559 -0.236
C -0.040 -0.884 -1.527
C 0.404 0.520 -1.381
C 1.031 0.796 -0.375
C 0.666 0.237 0.787
S 1.199 1.220 2.282
H 1.234 1.861 -0.219
H 0.596 1.163 -2.334
C -0.350 -1.372 -2.939
O 0.639 -1.927 -3.657
N -1.464 -1.569 -3.300
C -2.724 -0.996 -2.530
H -2.285 -0.415 -1.634
C -3.295 0.211 -3.401
N -3.805 -0.513 -4.649
C -2.493 -1.035 -5.493
C -2.178 -2.018 -4.401
H -1.069 -2.483 -4.996
H -2.685 -2.976 -4.221
H -3.128 -1.270 -6.344
H -1.978 -0.161 -5.328
C -4.917 -1.032 -4.653
C -5.447 -1.086 -6.137
C -5.447 -0.163 -6.880
C -6.108 -0.190 -8.391
C -6.497 -1.344 -8.824
C -6.434 -2.449 -8.079
C -5.808 -2.587 -6.690
H -5.766 -3.365 -5.880
H -6.630 -3.593 -8.358
H -6.777 -1.580 -9.783
H -6.135 0.542 -9.035
H -5.351 0.936 -6.578
H -5.004 -2.034 -4.338
H -5.897 -0.588 -4.022
H -4.106 0.611 -2.931
H -2.574 0.962 -3.464
H -3.474 -1.823 -2.284
H -0.812 -2.489 -0.498
C -0.800 -2.925 1.762
H -0.433 -3.740 1.370
H -1.750 -2.744 1.304
H -1.042 -3.175 3.062
H 2.365 -1.210 4.887
H 4.525 -0.714 5.707
H 6.142 0.968 6.495
H 7.565 3.941 7.133
H 7.829 2.585 6.347
*
```

Computed properties:
HOMO-LUMO gap = 7.77 eV
LUMO level = 0.02 eV
HOMO energy = -0.285 Ha

Charges computed using Löwdin, reported in e: atom 1 (C): 0.008, atom 2 (H): 0.070, atom 3 (O): 0.003, atom 4 (C): -0.453, atom 5 (C): 0.029, atom 6 (C): 0.066, atom 7 (C): -0.277, atom 8 (C): -0.059, atom 9 (C): -0.080, atom 10 (O): -0.050, atom 11 (C): -0.171, atom 12 (H): 0.080, atom 13 (H): 0.183, atom 14 (H): 0.051, atom 15 (H): 0.100, atom 16 (C): 0.076, atom 17 (C): -0.361, atom 18 (C): -0.355, atom 19 (O): -0.049, atom 20 (N): -0.045, atom 21 (C): -0.216, atom 22 (C): -0.003, atom 23 (C): -0.023, atom 24 (C): -0.064, atom 25 (C): -0.199, atom 26 (C): -0.372, atom 27 (S): 1.057, atom 28 (H): 0.124, atom 29 (H): 0.167, atom 30 (C): -0.444, atom 31 (O): -0.058, atom 32 (N): -0.042, atom 33 (C): -0.027, atom 34 (H): 0.130, atom 35 (C): -0.062, atom 36 (N): -0.202, atom 37 (C): 0.055, atom 38 (C): -0.194, atom 39 (H): 0.204, atom 40 (H): 0.144, atom 41 (H): 0.121, atom 42 (H): 0.097, atom 43 (C): -0.354, atom 44 (C): -0.269, atom 45 (C): -0.065, atom 46 (C): 0.030, atom 47 (C): -0.210, atom 48 (C): -0.102, atom 49 (C): 0.087, atom 50 (H): 0.089, atom 51 (H): 0.130, atom 52 (H): 0.090, atom 53 (H): 0.040, atom 54 (H): 0.141, atom 55 (H): 0.067, atom 56 (H): 0.200, atom 57 (H): 0.080, atom 58 (H): 0.100, atom 59 (H): 0.147, atom 60 (H): 0.163, atom 61 (C): -0.085, atom 62 (H): 0.036, atom 63 (H): 0.079, atom 64 (H): 0.202, atom 65 (H): 0.057, atom 66 (H): 0.122, atom 67 (H): 0.103, atom 68 (H): 0.063, atom 69 (H): 0.102

#B
This record from the Open Molecules 2025 dataset describes C30H31N3O4S in the gas phase. The level of theory is ωB97M-V/def2-TZVPD.

```
! RIJCOSX wB97M-V def2-TZVPD def2/J DEFGRID3
* xyz 0 1
C -0.833 4.668 -2.068
C -0.092 3.383 -1.865
C 0.200 2.928 -0.584
C 0.858 1.729 -0.389
C 1.240 0.948 -1.475
C 0.966 1.408 -2.755
C 0.307 2.609 -2.946
H 0.100 2.949 -3.951
H 1.270 0.823 -3.612
C 1.924 -0.377 -1.271
N 0.971 -1.441 -0.936
C 1.297 -2.679 -1.376
O 2.319 -2.892 -2.001
C 0.336 -3.838 -1.119
N -0.581 -3.727 -0.020
C -1.920 -3.675 -0.219
O -2.427 -3.757 -1.324
C -2.741 -3.512 0.987
C -4.091 -3.290 0.993
C -4.622 -3.141 2.288
C -3.674 -3.257 3.255
S -2.115 -3.548 2.603
H -3.793 -3.194 4.319
H -5.661 -2.958 2.493
H -4.662 -3.235 0.085
H -0.201 -3.628 0.908
H 0.962 -4.730 -1.008
H -0.276 -3.962 -2.020
C -0.309 -1.050 -0.441
C -0.512 -0.833 0.925
C -1.751 -0.377 1.353
C -2.789 -0.141 0.467
C -2.570 -0.382 -0.880
C -1.347 -0.833 -1.352
C -1.207 -1.124 -2.815
H -1.585 -0.291 -3.404
H -0.177 -1.319 -3.100
H -1.803 -2.006 -3.050
H -3.373 -0.226 -1.586
C -4.115 0.362 0.951
H -4.925 -0.060 0.361
H -4.159 1.448 0.857
H -4.269 0.105 1.996
H -1.905 -0.215 2.411
C 0.543 -1.112 1.953
H 1.392 -1.640 1.532
H 0.912 -0.180 2.383
H 0.122 -1.699 2.769
H 2.417 -0.697 -2.203
C 3.045 -0.310 -0.221
O 3.251 -1.177 0.596
N 3.819 0.793 -0.346
H 3.538 1.512 -0.996
C 4.763 1.173 0.688
C 4.221 2.305 1.499
C 4.617 3.603 1.633
C 3.674 4.220 2.493
C 2.772 3.253 2.807
O 3.093 2.093 2.212
H 1.894 3.263 3.422
H 3.673 5.237 2.824
H 5.475 4.060 1.186
H 5.716 1.465 0.241
H 4.901 0.283 1.310
H 1.082 1.399 0.613
H -0.091 3.521 0.271
H -1.906 4.494 -1.975
H -0.641 5.077 -3.057
H -0.548 5.403 -1.319
*
```

Computed properties:
HOMO-LUMO gap = 8.89 eV
LUMO level = 0.52 eV
HOMO energy = -0.308 Ha

Charges computed using Löwdin, reported in e: atom 1 (C): -0.050, atom 2 (C): -0.273, atom 3 (C): -0.016, atom 4 (C): -0.017, atom 5 (C): -0.196, atom 6 (C): -0.027, atom 7 (C): -0.034, atom 8 (H): 0.112, atom 9 (H): 0.120, atom 10 (C): -0.122, atom 11 (N): 0.057, atom 12 (C): -0.424, atom 13 (O): 0.072, atom 14 (C): -0.045, atom 15 (N): 0.070, atom 16 (C): -0.509, atom 17 (O): 0.066, atom 18 (C): -0.425, atom 19 (C): -0.102, atom 20 (C): -0.175, atom 21 (C): -0.391, atom 22 (S): 1.063, atom 23 (H): 0.063, atom 24 (H): 0.105, atom 25 (H): 0.124, atom 26 (H): 0.108, atom 27 (H): 0.139, atom 28 (H): 0.137, atom 29 (C): -0.166, atom 30 (C): -0.223, atom 31 (C): -0.025, atom 32 (C): -0.268, atom 33 (C): 0.005, atom 34 (C): -0.188, atom 35 (C): -0.014, atom 36 (H): 0.086, atom 37 (H): 0.077, atom 38 (H): 0.083, atom 39 (H): 0.128, atom 40 (C): -0.044, atom 41 (H): 0.078, atom 42 (H): 0.082, atom 43 (H): 0.073, atom 44 (H): 0.124, atom 45 (C): -0.028, atom 46 (H): 0.061, atom 47 (H): 0.084, atom 48 (H): 0.056, atom 49 (H): 0.160, atom 50 (C): -0.425, atom 51 (O): 0.082, atom 52 (N): 0.092, atom 53 (H): 0.145, atom 54 (C): -0.082, atom 55 (C): -0.263, atom 56 (C): -0.024, atom 57 (C): -0.062, atom 58 (C): -0.123, atom 59 (O): 0.035, atom 60 (H): 0.120, atom 61 (H): 0.099, atom 62 (H): 0.108, atom 63 (H): 0.131, atom 64 (H): 0.132, atom 65 (H): 0.108, atom 66 (H): 0.115, atom 67 (H): 0.085, atom 68 (H): 0.076, atom 69 (H): 0.078

Least stable = #A